No. 1
Computed, not measured: a molecular structure, C39H48BIN7O3PdS, with the ωB97M-V functional and the def2-TZVPD basis.

Atoms and positions in Å:
Pd  1.133  1.370  -0.607
C  4.464  0.337  0.991
C  4.478  1.273  -0.168
N  3.448  1.770  -0.815
C  3.962  2.596  -1.790
C  5.317  2.596  -1.726
N  5.633  1.752  -0.686
H  3.685  0.623  1.694
H  5.424  0.363  1.507
H  4.272  -0.688  0.675
H  3.311  3.129  -2.460
H  6.065  3.103  -2.306
H  6.555  1.518  -0.362
C  -4.656  4.509  -0.366
C  -3.234  4.269  -0.884
C  -2.999  5.102  -2.146
C  -2.188  4.568  0.176
C  -2.008  5.896  0.554
C  -0.997  6.268  1.416
C  -0.123  5.305  1.891
C  -0.278  3.965  1.565
C  0.712  2.935  2.067
C  2.096  3.497  2.367
C  0.153  2.166  3.267
C  -1.350  3.591  0.735
N  -1.603  2.212  0.462
B  -0.838  1.183  -0.236
N  -1.754  0.070  -0.328
C  -2.974  0.454  0.234
C  -2.881  1.703  0.706
C  -1.539  -1.281  -0.744
C  -1.247  -1.564  -2.087
C  -1.031  -2.891  -2.459
C  -1.098  -3.915  -1.540
C  -1.455  -3.625  -0.232
C  -1.701  -2.325  0.195
C  -2.267  -2.089  1.599
C  -1.489  -1.116  2.496
C  -2.505  -3.376  2.389
C  -1.249  -0.518  -3.186
C  0.053  -0.522  -3.984
C  -2.436  -0.748  -4.128
H  -5.393  4.155  -1.088
H  -4.829  5.576  -0.208
H  -4.840  4.005  0.582
H  -3.140  3.223  -1.176
H  -3.184  6.163  -1.966
H  -3.678  4.778  -2.936
H  -1.977  4.985  -2.501
H  -2.658  6.654  0.137
H  -0.866  7.307  1.690
H  0.698  5.606  2.527
H  0.831  2.222  1.230
H  2.098  4.129  3.257
H  2.478  4.076  1.524
H  2.791  2.675  2.553
H  -0.026  2.844  4.106
H  0.859  1.401  3.601
H  -0.790  1.679  3.018
H  -3.827  -0.201  0.241
H  -3.627  2.283  1.219
H  -0.797  -3.122  -3.490
H  -0.889  -4.936  -1.835
H  -1.543  -4.447  0.464
H  -3.258  -1.649  1.450
H  -0.667  -1.634  2.991
H  -2.148  -0.730  3.276
H  -1.085  -0.266  1.953
H  -1.567  -3.893  2.602
H  -3.165  -4.069  1.869
H  -2.968  -3.125  3.346
H  -1.375  0.468  -2.737
H  0.253  -1.513  -4.396
H  0.895  -0.218  -3.362
H  -0.006  0.189  -4.809
H  -2.316  -1.669  -4.700
H  -2.512  0.079  -4.837
H  -3.374  -0.816  -3.575
I  0.422  3.282  -2.221
O  2.575  -6.858  -2.638
S  1.975  -7.749  -1.667
O  2.741  -8.937  -1.361
O  0.543  -7.952  -1.825
C  1.989  -6.793  -0.119
N  1.850  -7.459  1.028
C  1.762  -6.731  2.132
C  1.790  -5.344  2.130
C  1.937  -4.750  0.883
N  2.051  -5.474  -0.229
C  1.910  -3.274  0.668
C  2.045  -2.773  -0.627
C  1.905  -1.421  -0.842
N  1.613  -0.550  0.141
C  1.510  -1.027  1.382
C  1.677  -2.361  1.693
H  1.653  -7.278  3.064
H  1.694  -4.784  3.046
H  2.225  -3.456  -1.444
H  2.013  -1.007  -1.836
H  1.289  -0.300  2.155
H  1.572  -2.673  2.722

Force components x, y, z for each atom (eV/Å):
Pd 0.2 -0.1 -0.6
C 0.0 0.0 0.0
C 0.0 0.0 0.1
N -0.1 0.0 -0.1
C 0.1 0.0 0.0
C 0.0 0.0 0.0
N 0.0 0.0 0.0
H 0.0 0.0 0.0
H 0.0 0.0 0.0
H 0.0 0.0 0.0
H 0.0 0.0 0.0
H 0.0 0.0 0.0
H 0.0 0.0 0.0
C 0.0 0.0 0.0
C 0.0 -0.1 0.0
C 0.0 0.0 0.0
C 0.0 0.1 0.0
C 0.0 0.0 0.0
C 0.0 0.0 0.0
C 0.0 0.0 0.0
C 0.0 0.0 0.0
C -0.2 -0.1 0.0
C 0.0 0.0 0.0
C 0.0 0.1 0.0
C 0.0 0.0 0.0
N 0.0 0.0 -0.1
B 0.3 0.3 0.2
N 0.0 0.0 -0.2
C -0.1 0.0 -0.1
C 0.0 0.0 0.1
C -0.2 0.0 -0.1
C 0.0 0.0 0.0
C 0.1 0.0 0.0
C 0.0 0.0 0.0
C 0.1 0.0 0.1
C 0.0 0.0 0.0
C -0.1 0.0 0.1
C -0.1 0.0 -0.1
C 0.0 0.0 0.0
C 0.0 0.1 0.1
C 0.0 0.1 0.1
C 0.0 0.0 0.0
H 0.0 0.0 0.0
H 0.0 0.0 0.0
H 0.0 0.0 0.0
H 0.0 0.0 0.1
H 0.0 0.0 0.0
H 0.0 0.0 0.0
H 0.0 0.0 0.0
H 0.0 0.0 0.0
H 0.0 0.0 0.0
H 0.0 0.0 0.0
H 0.0 0.1 0.4
H 0.0 0.0 0.0
H 0.0 0.0 0.0
H 0.0 0.0 0.0
H 0.0 0.0 0.0
H 0.0 0.0 0.0
H 0.0 0.0 0.0
H 0.0 0.0 0.0
H -0.1 0.1 0.0
H 0.0 0.0 0.0
H 0.0 -0.1 0.0
H 0.0 0.0 0.0
H 0.1 -0.1 0.0
H 0.1 0.0 0.0
H 0.0 0.0 0.0
H 0.0 0.0 0.0
H 0.0 0.0 0.0
H 0.0 0.0 0.0
H 0.0 0.0 0.0
H 0.1 0.0 0.0
H 0.1 0.1 0.0
H 0.0 0.0 0.0
H 0.0 0.0 0.0
H 0.0 -0.1 0.0
H 0.0 0.0 0.0
H 0.0 0.0 0.0
I 0.0 -0.1 0.0
O 0.0 0.0 -0.1
S 0.0 0.0 0.1
O 0.0 0.0 0.0
O -0.1 0.0 -0.1
C 0.0 0.0 0.1
N 0.0 -0.1 0.2
C 0.0 -0.1 -0.1
C 0.1 0.0 -0.2
C 0.0 0.1 -0.1
N -0.1 0.2 0.2
C 0.0 0.0 0.0
C 0.0 -0.1 0.2
C 0.0 0.1 0.1
N -0.2 -0.3 -0.1
C 0.1 0.2 0.0
C 0.0 -0.1 -0.2
H 0.0 0.0 0.0
H 0.0 0.0 0.1
H 0.0 0.0 0.0
H 0.0 0.0 0.1
H 0.0 0.0 -0.1
H 0.0 0.0 0.0

The LUMO energy comes out at 1.58 eV. The charge is -1.

Atomic partial charges in e from the Mulliken method, atoms 1 to 5: atom 1 (Pd): -0.861, atom 2 (C): -0.913, atom 3 (C): 0.244, atom 4 (N): 0.815, atom 5 (C): -0.726

=====

No. 2
Computed, not measured: C5H8O2 in the gas phase at a distorted geometry, with the ωB97M-V functional and the def2-TZVPD basis.

Atoms and positions in Å:
C  0.731  1.079  1.275
C  1.054  -0.361  1.105
C  -0.016  0.351  0.308
C  -1.521  0.010  0.458
C  0.346  0.686  -1.128
O  1.262  2.108  1.585
O  2.200  -0.872  0.445
H  0.652  -1.207  1.824
H  -1.700  -1.145  0.398
H  -2.181  0.422  -0.376
H  -1.896  0.319  1.442
H  0.718  1.759  -1.020
H  -0.616  0.727  -1.747
H  1.216  0.151  -1.527
H  2.990  -0.321  0.776

Force components x, y, z for each atom (eV/Å):
C 2.2 0.2 0.6
C -0.4 -3.3 2.0
C -2.8 -0.7 -2.0
C -0.6 -2.0 -0.2
C -0.3 2.8 -0.4
O -0.6 0.1 0.1
O 1.5 2.1 1.1
H 0.5 2.0 -1.1
H 0.5 1.9 0.1
H 1.1 -0.1 1.2
H -0.1 0.0 -0.4
H -0.5 -1.1 -0.9
H 1.8 -0.3 0.5
H -0.7 -0.3 0.0
H -1.7 -1.3 -0.8

The LUMO energy comes out at 0.45 eV. As for the structure (SMILES): CC1(C)C(=O)[C@@H]1O.

Atomic partial charges in e from the Mulliken method, atoms 1 to 5: atom 1 (C): -0.015, atom 2 (C): -0.205, atom 3 (C): 1.486, atom 4 (C): -1.385, atom 5 (C): -1.325

=====

No. 3
Computed, not measured: a molecular structure, C14H17FN3O5RhSi at a distorted geometry, with the ωB97M-V functional and the def2-TZVPD basis.

Atoms and positions in Å:
Rh  0.983  -0.533  -0.091
O  4.723  -1.852  4.545
C  3.976  -1.545  3.664
C  2.715  -0.754  3.734
O  2.272  -0.279  4.789
C  2.208  -0.702  2.380
C  3.102  -1.383  1.456
O  2.762  -1.361  0.202
C  4.199  -1.955  2.114
O  5.168  -2.616  1.790
O  1.155  -0.178  1.926
C  1.174  2.473  -0.263
Si  -0.663  1.981  -0.424
C  -1.623  2.841  0.986
C  -1.229  2.492  -2.185
N  -0.744  0.219  -0.340
C  -1.878  -0.505  -0.367
C  -3.158  0.080  -0.462
C  -4.309  -0.674  -0.464
C  -4.253  -2.059  -0.400
C  -3.018  -2.685  -0.338
C  -1.878  -1.919  -0.317
F  -0.666  -2.564  -0.274
H  1.252  3.556  -0.243
H  1.784  2.116  -1.092
H  1.603  2.109  0.669
H  -1.379  3.899  0.994
H  -1.330  2.430  1.949
H  -2.702  2.759  0.914
H  -1.113  3.561  -2.330
H  -2.264  2.245  -2.399
H  -0.610  1.997  -2.929
H  -3.220  1.151  -0.538
H  -5.263  -0.173  -0.517
H  -5.157  -2.643  -0.404
H  -2.937  -3.761  -0.308
N  2.207  -0.393  -2.735
N  1.105  -1.099  -2.147
H  2.496  -0.821  -3.617
H  2.993  -0.432  -2.088
H  1.248  -2.120  -2.133
H  0.272  -0.903  -2.708

Force components x, y, z for each atom (eV/Å):
Rh 0.5 -0.6 0.0
O 0.0 0.0 0.1
C 0.3 -0.4 -1.4
C -0.4 0.1 -0.4
O -0.7 0.5 0.4
C 1.0 -0.1 2.5
C 0.5 -0.5 -0.9
O 0.5 -0.2 -0.9
C 0.3 0.2 2.0
O 0.5 -0.4 -0.9
O -1.6 0.8 -1.0
C -0.7 -0.7 0.0
Si 0.3 1.8 -0.2
C 0.3 -0.6 -0.6
C 0.1 -0.3 0.8
N -0.6 0.5 0.2
C -0.7 -0.6 -0.1
C 0.0 -0.1 0.0
C -0.1 0.2 0.0
C 0.2 0.1 0.0
C 0.2 -0.1 0.0
C 0.4 -0.2 0.0
F -0.5 0.3 0.1
H -0.1 0.2 0.0
H 0.0 0.0 -0.1
H 0.1 0.0 0.2
H 0.1 0.2 -0.1
H 0.1 -0.1 0.1
H -0.2 0.0 -0.1
H 0.1 0.2 0.1
H -0.2 -0.1 0.0
H 0.2 -0.1 -0.1
H -0.1 0.2 0.0
H -0.1 0.0 0.0
H -0.1 -0.1 0.0
H 0.1 -0.1 0.0
N 0.2 0.1 -0.3
N 0.2 -0.3 0.2
H -0.1 0.0 0.3
H -0.2 -0.2 0.0
H 0.0 0.4 -0.1
H 0.3 0.0 0.3

The LUMO energy (spin up / spin down) comes out at -0.44 / -3.08 eV. As for the expectation value of S²: 6.055. The multiplicity is 5.

Atomic partial charges in e from the Mulliken method, atoms 1 to 5: atom 1 (Rh): 0.512, atom 2 (O): -0.561, atom 3 (C): 0.685, atom 4 (C): -0.497, atom 5 (O): -0.666

=====

One value per record, in order, for energy relative to the best compared isomer or geometry (same formula, charge and spin): 8.5; 72.2; 9.3 kcal/mol.